Model A:
The following is a quantum chemistry calculation of one molecule with the formula C6H8, from the OMol25 dataset.

ORCA input file:
```
! wB97M-V def2-TZVPD RIJCOSX def2/J DEFGRID3
* xyz 0 1
C -0.2149 0.9968 -0.0123
C -0.6676 0.2662 -1.2427
C 0.9811 0.4984 0.8054
C -1.5059 0.2344 0.0007
C 1.3708 -0.8565 0.4088
C 1.5915 -1.9413 -0.0683
H 0.7380 0.5226 1.8746
H 1.8390 1.1659 0.6624
H -1.5191 -0.6950 0.5619
H -0.2916 2.0788 -0.0342
H -0.1275 -0.6423 -1.4870
H -1.0164 0.8350 -2.0976
H 1.7759 -2.8939 -0.5149
H -2.4372 0.7929 0.0245
*
```

## Properties
**SMILES string**: C#CCC1CC1
**Kohn-Sham gap**: 0.40670 Eh

Model B:
The following is a quantum chemistry calculation of one molecule with the formula C6H8, from the OMol25 dataset.

ORCA input file:
```
! wB97M-V def2-TZVPD RIJCOSX def2/J DEFGRID3
* xyz 0 1
C 0.8062 -0.4727 -0.6302
C -1.0811 1.0640 -0.0340
C -1.6376 0.0156 -0.6151
C 1.2214 0.3261 1.2931
C 0.5388 0.7779 0.0909
C -0.3660 -1.3259 -0.5727
H -0.3473 -2.2269 -1.2270
H 1.8500 1.0179 1.8819
H 1.5055 -0.5534 -1.4634
H 1.0711 1.6315 -0.3325
H 0.9929 -0.6074 1.7835
H -2.5775 -0.3343 -1.0410
H -1.4085 2.0523 0.3202
H -0.6993 -1.5988 0.4252
*
```

## Properties
**Kohn-Sham gap (alpha / beta)**: 0.29878 / 0.30121 Eh

Model C:
The following is a quantum chemistry calculation of one molecule with the formula C6H8, from the OMol25 dataset.

ORCA input file:
```
! wB97M-V def2-TZVPD RIJCOSX def2/J DEFGRID3
* xyz 0 1
C -0.7494 0.3386 -2.3303
C 0.0187 -0.3322 0.8769
C 0.7734 -1.3423 0.0685
C -0.8583 0.8372 0.2171
C -0.8848 0.6966 -1.1859
C 0.4313 1.0838 0.9214
H 1.4960 -1.5933 0.8602
H 0.1914 -2.2319 -0.2098
H 0.3456 1.6076 1.8588
H 1.2846 1.3721 0.3205
H -1.7922 1.1179 0.7002
H -0.4733 -0.7700 1.7380
H -0.6255 0.2867 -3.3706
H 1.3270 -0.9591 -0.7910
*
```

## Properties
**SMILES string**: C#C[C@@H]1C[C@@H]1C
**Kohn-Sham gap**: 0.36751 Eh

Stability check: which of them is most stable? model A.

Model A:
The following is a quantum chemistry calculation of one molecule with the formula C4H6N2O2, from the OMol25 dataset.

ORCA input file:
```
! wB97M-V def2-TZVPD RIJCOSX def2/J DEFGRID3
* xyz 0 1
O 3.0310 1.3323 2.5633
O 1.8142 0.3701 0.8691
N 0.7946 1.6953 2.3791
N -0.1467 1.3848 1.5683
C 1.9637 1.1141 1.9939
C -0.2164 -0.8679 0.4929
C 0.2443 1.2405 -0.8605
C 0.4091 0.5075 0.4968
H -0.8032 1.5592 -0.9627
H 0.5466 0.6094 -1.7316
H 0.3839 -1.5414 -0.0955
H -0.2667 -1.2078 1.4690
H 0.8907 2.1175 -0.8343
H -1.2365 -0.9052 0.0606
*
```

## Properties
**SMILES string**: CC1(C)N=NC(=O)O1
**Kohn-Sham gap**: 0.35729 Eh

Model B:
The following is a quantum chemistry calculation of one molecule with the formula C4H6N2O2, from the OMol25 dataset.

ORCA input file:
```
! wB97M-V def2-TZVPD RIJCOSX def2/J DEFGRID3
* xyz 0 1
O -0.3338 0.3560 1.4168
O 1.2615 -0.0087 -0.4489
N 0.0247 0.4310 -0.0469
N -0.6516 -0.9723 -1.7566
C -1.2910 -0.4239 1.5336
C -0.8400 -0.6384 -0.6270
C 2.0988 1.2147 -0.3737
C -1.7594 -0.9472 0.3825
H 1.9600 1.9981 -1.2057
H -1.6909 -1.4387 -1.9508
H 3.2069 0.9834 -0.4077
H -2.6017 -1.6690 0.3470
H -1.4684 -0.7294 2.6765
H 2.0850 1.8445 0.4611
*
```

## Properties
**SMILES string**: [H]/N=c1\ccon1OC
**Kohn-Sham gap**: 0.36032 Eh

Stability check: which of them is most stable? model A.

Model A:
The following is a quantum chemistry calculation of C4H6N2O2 as an isolated structure, from the OMol25 dataset.

ORCA input file:
```
! wB97M-V def2-TZVPD RIJCOSX def2/J DEFGRID3
* xyz 0 1
O -0.7556 2.5317 -0.0914
O 1.0535 -0.8149 1.0899
N -0.6438 -0.5372 -1.3060
N 0.9702 -1.8110 0.1675
C 0.4559 0.4634 0.6043
C -0.8825 0.1359 -0.0079
C 0.2595 -1.4461 -1.1104
C -0.7791 1.3658 0.6204
H -1.4079 -0.6242 0.6460
H 1.1604 0.8874 -0.0554
H 0.4873 -2.2456 -1.8150
H 2.0816 -1.9296 -0.0346
H -1.4927 1.2940 1.4652
H 0.1803 2.2066 -0.8636
*
```

## Properties
**Kohn-Sham gap**: 0.34009 Eh

Model B:
The following is a quantum chemistry calculation of one molecule with the formula C4H6N2O2, from the OMol25 dataset.

ORCA input file:
```
! wB97M-V def2-TZVPD RIJCOSX def2/J DEFGRID3
* xyz 0 1
O -1.5374 -0.2214 -1.3992
O 0.3940 0.0710 -2.4701
N 1.9289 -0.5900 -0.4806
N -0.2801 0.0092 0.7638
C -0.1647 -0.0152 -1.4150
C 0.6398 -0.1701 -0.1326
C -1.0091 0.6785 3.0065
C -0.0036 0.2050 2.2006
H 2.0015 -0.5752 -1.5518
H -1.1150 0.7736 4.2060
H 1.2167 0.1099 2.5365
H 2.6706 -0.2548 0.0215
H -2.0426 0.7342 2.3774
H -1.8995 0.2919 -0.5747
*
```

## Properties
**SMILES string**: C=C/N=C(\N)C(=O)O
**Kohn-Sham gap**: 0.34394 Eh

Stability check: which of them is most stable? model B.

Model A:
The following is a quantum chemistry calculation of C4H6N2O2 as an isolated structure, from the OMol25 dataset.

ORCA input file:
```
! wB97M-V def2-TZVPD RIJCOSX def2/J DEFGRID3
* xyz 0 1
O 2.5821 -0.6173 -0.0525
O -1.4543 1.6482 -0.1205
N -0.1949 -0.8258 -0.0993
N -0.0937 1.5705 0.1770
C 0.3519 0.3455 0.0003
C -1.1276 -1.4844 0.7942
C 1.9651 0.3878 -0.0610
C -1.4656 -1.1867 -0.7285
H -1.7108 2.5939 0.7103
H -2.2539 -0.3458 -0.9060
H 2.3921 1.4492 -0.1674
H -1.5028 -2.0300 -1.4930
H -1.5885 -0.8881 1.6588
H -0.6809 -2.6120 1.0081
*
```

## Properties
**Kohn-Sham gap**: 0.33692 Eh

Model B:
The following is a quantum chemistry calculation of C4H6N2O2 as an isolated structure, from the OMol25 dataset.

ORCA input file:
```
! wB97M-V def2-TZVPD RIJCOSX def2/J DEFGRID3
* xyz 0 1
O 0.5869 -1.0049 1.1394
O -0.3530 -1.7614 -1.9987
N -0.3158 1.2644 1.4556
N -0.8514 1.6393 0.2069
C 0.5495 -0.2540 -0.0301
C 0.1737 0.1804 1.8565
C -0.6559 0.2982 -0.5058
C 0.2690 -0.5515 -1.4678
H 0.6162 -0.1000 2.9012
H 1.2609 0.5477 0.0453
H -1.6991 -0.0315 -0.2945
H -0.3805 -2.7369 -1.2144
H 0.7498 0.0418 -2.2237
H 0.0496 2.4684 0.1301
*
```

## Properties
**Kohn-Sham gap**: 0.34957 Eh

Model C:
The following is a quantum chemistry calculation of one molecule with the formula C4H6N2O2, from the OMol25 dataset.

ORCA input file:
```
! wB97M-V def2-TZVPD RIJCOSX def2/J DEFGRID3
* xyz 0 1
O 0.8169 -1.1467 1.4803
O 0.7071 -0.8615 -1.9316
N -1.8641 1.7806 0.8086
N 2.2663 0.0827 -0.5782
C 1.1166 -0.5564 -0.8260
C 0.2923 -0.8055 0.4440
C -1.3396 0.9473 0.0405
C -1.1694 -0.5411 0.2604
H 2.9348 0.1951 -1.3244
H -1.7426 -0.8903 1.1207
H -0.9353 1.3253 -0.8958
H -2.2294 1.4151 1.6849
H -1.4768 -1.0466 -0.6566
H 2.6230 0.1022 0.3733
*
```

## Properties
**SMILES string**: [H]/N=C\CC(=O)C(N)=O
**Kohn-Sham gap**: 0.36618 Eh

Stability check: which of them is most stable? model C.

Model A:
The following is a quantum chemistry calculation of one molecule with the formula C4H6N2O2, from the OMol25 dataset.

ORCA input file:
```
! wB97M-V def2-TZVPD RIJCOSX def2/J DEFGRID3
* xyz 0 1
O -1.9021 -0.7815 0.2715
O 0.4510 -2.3198 1.4029
N -0.9261 1.6282 -1.0758
N 1.7415 -0.4402 0.3499
C -0.5581 -0.5001 0.2607
C 0.5391 -1.2163 0.6143
C -0.0971 0.5882 -0.5642
C 1.2494 0.7098 -0.2417
H -0.6811 2.2619 -1.7433
H -0.3775 -2.6999 1.1837
H -1.6693 1.9944 -0.4798
H 2.7128 -0.7164 0.4903
H 1.8662 1.5417 -0.3481
H -2.3488 -0.0500 -0.1203
*
```

## Properties
**SMILES string**: Nc1c[nH]c(O)c1O
**Kohn-Sham gap**: 0.29488 Eh

Model B:
The following is a quantum chemistry calculation of one molecule with the formula C4H6N2O2, from the OMol25 dataset.

ORCA input file:
```
! wB97M-V def2-TZVPD RIJCOSX def2/J DEFGRID3
* xyz 0 1
O -1.4404 -0.3036 -1.2010
O 2.0075 -0.2700 1.5463
N 1.1783 -1.1957 1.0860
N -0.4361 -1.2108 -0.6979
C 0.3022 0.9765 -0.2422
C -1.0931 1.5077 0.1234
C 0.3732 -0.5081 0.2736
C -0.9474 0.9275 -1.2199
H -1.1322 -1.8997 -0.1083
H 1.2181 1.5815 -0.6435
H -1.2428 2.5517 0.4908
H 2.2718 -0.8830 2.3377
H -1.4945 1.0873 1.0291
H -1.1620 1.5746 -2.1944
*
```

## Properties
**SMILES string**: O/N=C1/NO[C@H]2C[C@@H]12
**Kohn-Sham gap**: 0.34057 Eh

Model C:
The following is a quantum chemistry calculation of one molecule with the formula C4H6N2O2, from the OMol25 dataset.

ORCA input file:
```
! wB97M-V def2-TZVPD RIJCOSX def2/J DEFGRID3
* xyz 0 1
O 1.7354 1.1467 -0.0088
O 1.2307 -1.0642 -0.0231
N 0.3218 0.9252 -0.0546
N -1.0638 -0.9808 -0.1118
C 2.2840 -0.1426 0.0887
C -2.5370 0.9444 0.0234
C 0.1194 -0.3190 -0.0315
C -2.3272 -0.3763 0.0843
H 2.9359 -0.3334 -0.7588
H -1.6954 1.6200 -0.0605
H -1.1152 -1.9901 -0.0637
H -3.5746 1.2625 -0.0273
H -3.0963 -1.1189 0.3043
H 2.7766 -0.3497 1.0366
*
```

## Properties
**SMILES string**: C=CNC1=NOCO1
**Kohn-Sham gap**: 0.33812 Eh

Model D:
The following is a quantum chemistry calculation of one molecule with the formula C4H6N2O2, from the OMol25 dataset.

ORCA input file:
```
! wB97M-V def2-TZVPD RIJCOSX def2/J DEFGRID3
* xyz 0 1
O 2.9729 0.1309 0.6439
O 0.1126 -1.4894 -0.5640
N -1.5333 0.1367 -0.4374
N 0.7271 0.5119 0.2032
C 1.4584 -1.5307 -0.2729
C 1.8010 -0.3394 0.2056
C -0.2372 -0.2121 -0.2294
C -2.0724 1.3681 0.1171
H 1.9417 -2.4935 -0.3816
H -2.2453 1.3643 1.2328
H -3.0403 1.5730 -0.3728
H 3.6429 -0.5844 0.4969
H -2.1550 -0.6253 -0.5497
H -1.3731 2.1900 -0.0917
*
```

## Properties
**SMILES string**: CNc1nc(O)co1
**Kohn-Sham gap**: 0.32040 Eh

Stability check: which of them is most stable? model D.

Model A:
The following is a quantum chemistry calculation of C4H6N2O2 as an isolated structure, from the OMol25 dataset.

ORCA input file:
```
! wB97M-V def2-TZVPD RIJCOSX def2/J DEFGRID3
* xyz 0 1
O 0.7529 0.2027 1.1735
O -0.6524 2.1548 1.7230
N -0.0967 -0.3241 -1.2923
N 1.1057 -2.3092 -0.5885
C -0.1069 1.0212 0.7288
C -0.6523 0.9430 -0.6723
C -1.2251 -0.6315 -0.7071
C 1.0310 -1.0751 -0.9168
H 0.0338 1.6896 2.6665
H -2.2603 -0.8522 -1.1212
H -0.8864 1.9022 -1.0464
H 2.0260 -0.6859 -0.9285
H -1.2414 -1.1542 0.2727
H 0.1811 -2.8720 -0.4438
*
```

## Properties
**Kohn-Sham gap**: 0.37733 Eh

Model B:
The following is a quantum chemistry calculation of one molecule with the formula C4H6N2O2, from the OMol25 dataset.

ORCA input file:
```
! wB97M-V def2-TZVPD RIJCOSX def2/J DEFGRID3
* xyz 0 1
O 3.3575 0.1573 -0.0091
O -3.1614 -0.0030 -0.1765
N 0.0421 -0.0415 -0.2475
N 1.2373 -0.2244 0.4036
C -0.9490 1.1027 -0.0214
C -1.0050 -1.0788 0.1123
C 2.2990 -0.1415 -0.4716
C -2.0322 0.0305 -0.0393
H -0.7319 1.5080 1.0068
H 2.0536 -0.3265 -1.5782
H -0.9506 -2.0013 -0.5871
H 1.4376 0.5118 1.4167
H -1.0346 1.7721 -0.8584
H -0.5624 -1.2654 1.0497
*
```

## Properties
**SMILES string**: O=CNN1CC(=O)C1
**Kohn-Sham gap**: 0.37435 Eh

Model C:
The following is a quantum chemistry calculation of one molecule with the formula C4H6N2O2, from the OMol25 dataset.

ORCA input file:
```
! wB97M-V def2-TZVPD RIJCOSX def2/J DEFGRID3
* xyz 0 1
O -2.5447 -0.4008 -0.5921
O 0.0003 -2.1697 0.1910
N -0.9588 1.4131 0.4756
N 0.5763 1.3704 -0.2177
C -1.5329 -0.0491 0.0999
C 1.4070 -0.0492 -0.3686
C 0.2815 -0.9142 -0.5467
C -0.5111 -0.9089 0.7771
H 2.4596 -0.3513 -1.0498
H -1.5439 1.8951 -0.4655
H -0.2558 -0.8532 -1.4241
H 1.5658 -0.4635 0.7662
H 1.2854 2.0712 0.4759
H -0.2286 -0.5898 1.8790
*
```

## Properties
**SMILES string**: O=C1NNC[C@H]2O[C@H]12
**Kohn-Sham gap**: 0.36408 Eh

Stability check: which of them is most stable? model B.